{
  "formula": "C4H8O3Si",
  "method": "ωB97M-V/def2-TZVPD",
  "spin_multiplicity": 1,
  "homo_energy_ev": -10.22,
  "e_above_lowest_kcal_mol": 0.3,
  "e_tot_ev": -18297.4784,
  "species": ["C", "H", "H", "C", "O", "C", "H", "C", "H", "H", "O", "H", "Si", "H", "H", "O"],
  "positions_angstrom": [[2.05719, 1.65031, -0.27608], [-3.90236, -1.28423, -0.37218], [0.86948, 1.73609, -0.29030], [2.79004, 0.55681, -0.18720], [-1.44149, 0.80673, 0.33891], [-2.77229, -0.89006, -0.44739], [-3.33221, 1.19655, 0.10052], [-2.49836, 0.50121, -0.09771], [0.17651, -0.24758, 0.90087], [3.84017, 0.65361, -0.38673], [0.74284, -1.04925, 0.89539], [-2.24148, -1.51436, 0.24091], [2.27047, -1.18401, 0.47207], [-2.39667, -1.24094, -1.36629], [2.62110, 2.61537, -0.36030], [3.21707, -2.30625, 0.83550]],
  "atomic_forces_ev_per_a": [[-2.1, 1.7, -0.2], [2.3, 1.4, -0.3], [2.8, -0.4, 0.4], [-0.2, -2.1, 0.3], [2.7, 1.1, 0.4], [-3.4, -2.3, 0.4], [-0.2, 0.1, -0.8], [-2.1, -0.3, 1.3], [0.4, -0.5, -0.4], [0.5, 0.1, 0.3], [-1.3, 0.0, 0.4], [0.5, -0.2, 0.7], [0.5, 2.2, -0.3], [0.4, 0.1, -1.5], [-0.9, -0.8, -0.3], [0.0, -0.2, -0.3]]
}